The following is a quantum chemistry calculation of C20H39Al2BBrCl2F6InMgN3O12PS2 as an isolated structure in a non-equilibrium geometry, from the OMol25 dataset.

CARTESIAN COORDINATES (ANGSTROEM)
C1 4.4534 -3.3575 3.0855
O1 3.4896 -3.9552 2.2535
C2 3.0061 -3.1146 1.2439
C3 2.2195 -3.9096 0.2168
C4 0.6848 -3.7405 0.3535
C5 0.0531 -3.3988 -0.9871
C6 -1.2429 -2.5441 -0.9585
C7 -1.8864 -2.3117 0.3954
C8 -1.3564 -1.1466 1.2500
C9 -0.8326 0.0384 0.4652
In1 0.0127 1.5362 1.8518
O2 -0.8802 3.2533 1.6602
C10 2.2780 1.8937 1.4947
C11 2.5625 2.4057 0.0656
N1 3.6777 1.6078 -0.5109
P1 -0.7425 0.8721 4.4124
N2 -2.3340 1.0805 4.5590
O3 -0.5143 -0.6321 4.7514
H1 4.9872 -2.5515 2.5900
H2 3.9998 -2.9822 3.9992
H3 5.1806 -4.1125 3.3411
H4 2.4166 -2.2859 1.6475
H5 3.8696 -2.6534 0.7561
H6 2.5695 -3.5802 -0.7527
H7 2.5133 -4.9407 0.3512
H8 0.3390 -4.6895 0.7319
H9 0.5528 -2.9709 1.0993
H10 -0.1900 -4.3345 -1.4714
H11 0.7595 -2.9224 -1.6540
H12 -1.9765 -3.0738 -1.5487
H13 -1.0570 -1.6284 -1.5025
H14 -2.9411 -2.1356 0.2296
H15 -1.8427 -3.2039 1.0059
H16 -2.1911 -0.7873 1.8443
H17 -0.6020 -1.4592 1.9659
H18 -1.6311 0.5903 -0.0170
H19 -0.0793 -0.2392 -0.2557
H20 -1.7609 3.1281 2.0311
H21 2.9079 1.0288 1.6420
H22 2.5852 2.6514 2.1911
H23 1.6936 2.3566 -0.5799
H24 2.9126 3.4225 0.1529
H25 3.2634 0.7830 -0.9760
H26 4.2088 2.1757 -1.1922
H27 -2.8714 0.7645 3.7464
H28 -2.5297 2.1277 4.6146
H29 -1.3781 -1.1298 4.8837
Al1 3.6840 1.3341 -2.8418
Br1 2.3174 0.2047 3.3120
B1 -1.5649 3.8691 5.0254
F1 -1.5932 4.0665 6.3675
F2 -0.5016 2.9488 4.6923
F3 -2.7841 3.2421 4.5876
F4 -1.4308 5.0641 4.3288
N3 -5.8290 -1.4462 0.2350
S1 -7.3442 -1.8800 -0.1640
O4 -8.1123 -0.8282 -0.7038
O5 -7.9254 -2.7416 0.8203
F5 -6.9788 -2.7826 -1.3624
S2 -5.7641 -0.4614 1.3933
O6 -4.4979 0.1492 1.5695
O7 -6.4694 -0.9192 2.6199
F6 -6.6536 0.7365 0.9608
Mg1 -2.1251 -2.0827 6.6393
C12 -2.0560 5.7248 -0.5209
O8 -2.3218 5.8045 -1.9405
C13 -2.7731 4.6785 -2.4697
O9 -2.9451 3.6394 -1.8754
O10 -2.9958 4.8796 -3.7613
C14 -3.4967 3.7423 -4.4707
H30 -1.6878 6.6841 -0.2067
H31 -2.9896 5.4846 -0.0127
H32 -1.3121 4.9538 -0.3468
H33 -4.4548 3.4285 -4.0649
H34 -2.7838 2.9207 -4.4321
H35 -3.6277 4.0582 -5.4998
C15 6.2596 -0.9530 -5.6432
C16 7.2216 -1.7629 -6.0755
C17 6.9340 -3.1877 -6.4109
O11 7.8024 -3.9247 -6.7996
C18 5.5306 -3.6587 -6.2436
C19 4.5761 -2.8394 -5.8105
C20 4.8718 -1.4322 -5.4798
O12 3.9815 -0.6844 -5.0834
H36 6.4464 0.0854 -5.3963
H37 8.2453 -1.4358 -6.2048
H38 5.3394 -4.6943 -6.4930
H39 3.5502 -3.1595 -5.6823
Cl1 -0.4178 7.0781 3.4742
Cl2 -1.6330 5.8732 2.1215
Al2 -8.0474 -1.7013 3.3725

## Properties
* net charge: +2

=====

The following is a quantum chemistry calculation of a 18-piece molecular cluster, C20H39Cl34FINPS overall in a non-equilibrium geometry, from the OMol25 dataset.

CARTESIAN COORDINATES (ANGSTROEM)
F1 -1.1537 3.8439 5.4202
C1 -0.4717 2.9190 4.6726
C2 -0.1254 3.5528 3.3139
P1 1.3109 2.7816 2.5687
I1 0.6564 1.1398 1.0120
N1 2.1936 3.9621 1.8217
C3 3.4389 3.8920 1.7965
S1 4.9571 3.9534 1.6530
H1 -1.0956 2.0339 4.5360
H2 0.4285 2.6059 5.2086
H3 0.1299 4.5954 3.4918
H4 -0.9635 3.4972 2.6208
H5 2.0403 2.1606 3.5891
C4 1.8695 5.2390 -1.4855
Cl1 1.6805 3.6874 -2.3274
Cl2 0.8053 6.4833 -2.1346
H6 1.6248 5.0897 -0.4399
H7 2.8940 5.5661 -1.5936
C5 2.1608 -2.4203 -0.5775
Cl3 3.5394 -1.3493 -0.8314
Cl4 0.7013 -1.8180 -1.3915
H8 2.3918 -3.3985 -0.9808
H9 1.9563 -2.4806 0.4853
C6 5.3574 7.7622 -1.1252
Cl5 3.9590 7.2150 -0.1729
Cl6 5.1336 7.3947 -2.8335
H10 5.4612 8.8327 -0.9970
H11 6.2381 7.2434 -0.7660
C7 -2.6996 -3.5809 -1.7206
Cl7 -3.5932 -4.3903 -3.0104
Cl8 -2.6890 -4.5229 -0.2241
H12 -1.6731 -3.4342 -2.0332
H13 -3.1805 -2.6345 -1.5224
C8 -2.3359 7.2214 4.5025
Cl9 -1.8991 8.8961 4.8049
Cl10 -1.4112 6.5292 3.1458
H14 -2.1193 6.6336 5.3862
H15 -3.3864 7.1696 4.2446
C9 6.2628 4.9296 -5.3801
Cl11 5.4423 6.3953 -5.9249
Cl12 7.5349 4.4166 -6.4984
H16 6.7244 5.1350 -4.4225
H17 5.5388 4.1294 -5.2987
C10 -7.0561 -6.0425 -2.1429
Cl13 -8.1220 -6.8231 -3.3143
Cl14 -6.9876 -6.9160 -0.6024
H18 -6.0535 -6.0069 -2.5518
H19 -7.4285 -5.0480 -1.9336
C11 -0.9311 -5.7067 3.0330
Cl15 0.1930 -4.3935 2.6425
Cl16 -1.5676 -5.5571 4.6737
H20 -1.7585 -5.6618 2.3351
H21 -0.4045 -6.6493 2.9497
C12 -4.6256 -1.6968 1.9615
Cl17 -3.4440 -2.3909 3.0694
Cl18 -3.8842 -1.2950 0.4019
H22 -5.4174 -2.4156 1.7854
H23 -5.0183 -0.7864 2.3968
C13 5.8712 0.8236 -6.7728
Cl19 5.3328 -0.8307 -7.0574
Cl20 4.8112 1.6829 -5.6390
H24 6.8673 0.7983 -6.3484
H25 5.8629 1.3613 -7.7129
C14 1.8977 -3.1782 5.6164
Cl21 2.6900 -2.1254 4.4204
Cl22 3.0509 -3.8521 6.7642
H26 1.1722 -2.5858 6.1588
H27 1.4152 -3.9877 5.0837
C15 9.8373 6.3179 -4.3413
Cl23 8.9664 5.3595 -3.1230
Cl24 11.3858 6.9002 -3.7375
H28 10.0115 5.6869 -5.2032
H29 9.2214 7.1701 -4.6034
C16 -9.9555 -9.1719 0.1740
Cl25 -10.9831 -10.0058 -0.9910
Cl26 -9.8663 -10.0398 1.7242
H30 -8.9549 -9.1008 -0.2345
H31 -10.3681 -8.1860 0.3529
C17 -9.5590 -6.6570 2.9569
Cl27 -8.3194 -6.1819 4.1247
Cl28 -9.5808 -5.6038 1.5346
H32 -9.3427 -7.6611 2.6109
H33 -10.5272 -6.6055 3.4393
C18 -6.9372 -1.8063 -3.0526
Cl29 -7.8821 -2.6282 -4.2918
Cl30 -6.9010 -2.7282 -1.5382
H34 -5.9178 -1.7012 -3.4050
H35 -7.3827 -0.8400 -2.8505
C19 11.3084 3.8611 -7.6142
Cl31 10.8396 5.5585 -7.7926
Cl32 12.5685 3.6464 -6.3971
H36 10.4355 3.2987 -7.3037
H37 11.6781 3.5077 -8.5690
C20 -2.7640 -4.1171 7.7549
Cl33 -1.4509 -2.9826 7.3928
Cl34 -4.2660 -3.6695 6.9462
H38 -2.4665 -5.1011 7.4126
H39 -2.9276 -4.1131 8.8254

## Properties
* net charge: +1
* energy relative to the best compared isomer or geometry (same formula, charge and spin): 0.0 kJ/mol

=====

The following is a quantum chemistry calculation of an isolated ion of composition C20H39ClF4IN5O7PS and charge +1 in a non-equilibrium geometry, from the OMol25 dataset.

CARTESIAN COORDINATES (ANGSTROEM)
C1 1.1437 -1.2442 3.6313
C2 0.7001 -0.5724 2.3098
C3 -0.6269 0.1552 2.5490
C4 -1.5170 0.5192 1.3656
O1 -1.0830 1.5784 0.5667
C5 -0.1288 1.3196 -0.4651
C6 1.2368 1.8520 0.0309
C7 1.7664 3.1745 -0.5325
C8 1.3208 4.3721 0.2979
I1 2.1097 6.1550 -0.5548
C9 -0.6777 2.0216 -1.7187
C10 -1.3066 3.3737 -1.4607
O2 -0.8565 4.4140 -1.9175
F1 -2.4518 3.3808 -0.7577
C11 0.0433 -0.1888 -0.8126
O3 0.2816 -0.3155 -2.1896
C12 1.6570 -0.2493 -2.5676
C13 2.5059 -1.4609 -2.2660
N1 3.2077 -1.2985 -0.9827
C14 4.5891 -0.8818 -1.1655
C15 5.2161 -0.4834 0.1367
C16 4.4940 0.6789 0.8010
O4 6.5660 -0.1452 -0.1078
N2 -1.2249 -1.0051 -0.6480
P1 -0.9561 -2.8858 -0.8740
O5 0.5437 -3.0122 -0.3059
Cl1 -0.7713 -3.1176 -2.9296
C17 -2.1136 -0.6516 0.5065
C18 -3.4217 -0.0212 -0.0621
C19 -4.3732 -0.8224 -0.9776
N3 -4.9789 0.2116 -1.8450
N4 -3.8845 -1.9101 -1.7788
N5 -5.4541 -1.3376 -0.1539
S1 -2.5682 -2.0669 1.5875
O6 -3.3653 -3.0415 0.9263
O7 -1.3957 -2.6534 2.1575
C20 -3.6752 -1.5133 3.0102
F2 -3.3041 -2.3040 4.0050
F3 -3.5265 -0.2347 3.3692
F4 -4.9335 -1.7487 2.7131
H1 0.6134 -0.8406 4.4824
H2 2.1976 -1.0850 3.8165
H3 1.0061 -2.3137 3.5817
H4 1.5137 0.0720 2.0178
H5 0.5714 -1.3915 1.6179
H6 -1.1539 -0.4059 3.3024
H7 -0.3943 1.0988 3.0340
H8 -2.3964 0.9412 1.8302
H9 2.0223 1.1155 -0.0767
H10 1.1424 1.9934 1.0988
H11 2.8430 3.1482 -0.4045
H12 1.6114 3.3266 -1.5920
H13 1.7469 4.2436 1.2820
H14 0.2507 4.4227 0.4331
H15 -1.4705 1.4337 -2.1718
H16 0.0724 2.2084 -2.4637
H17 0.9134 -0.5969 -0.3097
H18 1.6506 -0.1183 -3.6408
H19 2.1827 0.6144 -2.1713
H20 1.9730 -2.3973 -2.3360
H21 3.2618 -1.4921 -3.0482
H22 3.2364 -2.1791 -0.4885
H23 4.6888 -0.0408 -1.8444
H24 5.2120 -1.6815 -1.5708
H25 5.1919 -1.3143 0.8457
H26 4.2549 1.4590 0.0826
H27 5.1168 1.1347 1.5596
H28 3.5819 0.3490 1.2847
H29 6.9332 0.1877 0.7088
H30 -1.7390 -0.7513 -1.4949
H31 1.0077 -3.5943 -0.9262
H32 -4.0235 0.3779 0.7371
H33 -3.0822 0.8551 -0.6059
H34 -5.7243 -0.2048 -2.3820
H35 -4.2835 0.6084 -2.4643
H36 -3.1849 -1.7663 -2.4798
H37 -4.0619 -2.8565 -1.4954
H38 -5.9803 -2.0258 -0.6756
H39 -6.0884 -0.5752 0.0364

## Properties
* net charge: +1
* SMILES string: CCC[C@H]1O[C@](CCCI)(CC(=O)F)[C@H](OCCNC[C@H](C)O)[N@@H+](P(O)Cl)[C@@]1(CC(N)(N)N)S(=O)(=O)C(F)(F)F

=====

In the order shown, the computed E_HOMO values come out to -12.49 -11.80 -11.26 eV.
In the order shown, the computed LUMO values come out to -10.0 -4.3 -2.9 eV.
In the order shown, the computed frontier orbital gap values come out to 2.50 7.51 8.37 eV.